No. 1
{
  "formula": "C44H49BaI2N7O5PSSeSi",
  "method": "ωB97M-V with the def2-TZVPD basis set",
  "charge": -1,
  "e_homo_ev": -3.91,
  "e_above_lowest_kcal_mol": 88.31,
  "gap_ev": 5.267,
  "symbols": ["Ba", "O", "S", "O", "O", "C", "C", "C", "C", "C", "C", "P", "C", "C", "C", "C", "C", "C", "C", "C", "C", "C", "C", "C", "H", "H", "H", "H", "H", "H", "H", "H", "H", "H", "H", "H", "H", "H", "C", "Si", "C", "N", "C", "C", "C", "C", "C", "C", "C", "C", "C", "C", "C", "C", "C", "C", "C", "C", "C", "H", "H", "H", "H", "H", "H", "H", "H", "H", "H", "H", "H", "H", "H", "H", "H", "H", "H", "H", "H", "H", "H", "H", "H", "I", "C", "I", "H", "H", "N", "N", "C", "N", "N", "N", "O", "O", "H", "H", "H", "H", "H", "Se", "C", "C", "C", "N", "C", "C", "H", "H", "H", "H"],
  "positions_angstrom": [[-1.1868, 0.3457, -1.9727], [-2.6616, -1.1823, -1.4990], [-3.7895, -0.3119, -1.1127], [-4.5444, 0.2345, -2.2101], [-3.3575, 0.7128, -0.1504], [-4.8063, -1.3895, -0.1411], [-6.0771, -1.7579, -0.5517], [-6.8356, -2.5737, 0.2756], [-6.3239, -2.9839, 1.5012], [-5.0420, -2.6187, 1.8943], [-4.2476, -1.8296, 1.0741], [-2.4817, -1.3637, 1.4755], [-2.7259, -0.6581, 3.1564], [-3.7408, 0.2914, 3.3363], [-3.8579, 0.9936, 4.5293], [-2.9552, 0.7712, 5.5627], [-1.9324, -0.1508, 5.3891], [-1.8128, -0.8510, 4.1935], [-1.8171, -3.0507, 1.8248], [-1.0526, -3.5968, 0.7882], [-0.4246, -4.8292, 0.9327], [-0.5503, -5.5318, 2.1228], [-1.3193, -5.0086, 3.1567], [-1.9474, -3.7787, 3.0094], [-6.4532, -1.3996, -1.5028], [-7.8301, -2.8768, -0.0273], [-6.9282, -3.6021, 2.1545], [-4.6641, -2.9480, 2.8561], [-4.4366, 0.4821, 2.5252], [-4.6488, 1.7250, 4.6481], [-3.0470, 1.3184, 6.4934], [-1.2175, -0.3233, 6.1841], [-0.9965, -1.5536, 4.0698], [-0.9446, -3.0474, -0.1413], [0.1824, -5.2214, 0.1242], [-0.0465, -6.4833, 2.2457], [-1.4210, -5.5533, 4.0886], [-2.5312, -3.3830, 3.8326], [0.6786, 2.5986, -2.1366], [2.0985, 2.6615, -1.0493], [1.6605, 1.9234, 0.6526], [1.3550, 0.4821, 0.6931], [2.5347, -0.3335, 0.3338], [2.4404, -1.7291, 0.9291], [2.4910, -1.6805, 2.4696], [1.9024, -0.3534, 2.9803], [0.8172, 0.0918, 2.0077], [2.6593, 4.4217, -0.5328], [1.9302, 5.1351, 0.4308], [2.2677, 6.4341, 0.7968], [3.3522, 7.0654, 0.1983], [4.0859, 6.3859, -0.7672], [3.7379, 5.0871, -1.1274], [3.6335, 1.8898, -1.8168], [4.8947, 1.9930, -1.2104], [6.0269, 1.4485, -1.7990], [5.9205, 0.7820, -3.0184], [4.6822, 0.6609, -3.6311], [3.5506, 1.2115, -3.0329], [0.9867, 2.8084, -3.1744], [-0.0431, 3.3863, -1.8447], [0.7521, 2.4510, 0.9629], [2.4521, 2.1828, 1.3858], [3.4612, 0.1503, 0.6868], [2.5966, -0.3994, -0.7547], [3.2562, -2.3374, 0.5437], [1.5128, -2.1961, 0.5852], [3.5249, -1.7846, 2.8091], [1.9233, -2.5213, 2.8828], [2.6793, 0.4161, 3.0288], [1.4953, -0.4607, 3.9897], [0.2379, 0.9244, 2.4142], [0.1295, -0.7447, 1.8711], [1.0754, 4.6601, 0.9098], [1.6859, 6.9556, 1.5505], [3.6201, 8.0777, 0.4799], [4.9334, 6.8709, -1.2409], [4.3231, 4.5745, -1.8853], [4.9884, 2.5123, -0.2592], [6.9907, 1.5396, -1.3100], [6.8018, 0.3523, -3.4819], [4.5841, 0.1170, -4.5630], [2.5828, 1.0872, -3.5050], [-2.2164, -1.7916, -6.2091], [-0.2408, -1.0408, -6.0022], [-0.0833, 1.0692, -6.2351], [0.3698, -1.4984, -6.7640], [0.1140, -1.3072, -5.0132], [-1.7881, 2.9178, 0.6429], [-2.6928, 3.6950, -0.1301], [-3.0864, 3.4666, -1.3764], [-3.8919, 4.3805, -1.9423], [-2.5763, 2.4018, -2.0145], [-3.0462, 2.0175, -3.2118], [-3.9801, 2.5576, -3.7972], [-2.3855, 1.0890, -3.7343], [-1.7419, 1.9990, 0.2142], [-2.2501, 2.7426, 1.5319], [-2.8858, 4.5968, 0.2631], [-4.2567, 5.1440, -1.4053], [-4.3093, 4.1107, -2.8187], [1.9931, -1.9925, -3.3865], [2.5528, -3.4833, -2.3626], [1.7641, -4.6349, -2.2029], [2.2580, -5.7137, -1.4858], [3.4623, -5.7487, -0.9024], [4.2090, -4.6472, -1.0522], [3.8173, -3.5215, -1.7598], [0.7758, -4.6669, -2.6441], [1.6562, -6.6142, -1.3714], [5.1845, -4.6755, -0.5716], [4.4773, -2.6660, -1.8455]],
  "forces_ev_per_angstrom": [[9.086, 0.300, 1.262], [-3.269, -2.826, 0.536], [-2.579, -0.814, 1.485], [-0.151, -0.483, 0.006], [-0.015, -0.243, -0.254], [0.171, -0.102, 0.425], [0.142, 0.089, -0.020], [0.017, 0.001, 0.126], [-0.052, -0.020, -0.089], [-0.025, -0.018, 0.027], [-0.066, 0.348, -0.472], [0.048, -0.780, 0.709], [-0.098, 0.258, -0.104], [0.059, -0.067, 0.051], [0.065, -0.030, -0.087], [-0.016, -0.023, -0.027], [-0.040, 0.007, -0.085], [0.032, 0.015, 0.026], [0.169, 0.045, -0.049], [-0.014, -0.041, 0.139], [-0.029, 0.030, -0.019], [-0.057, 0.038, -0.005], [-0.003, 0.046, -0.031], [-0.044, -0.049, -0.066], [0.017, -0.011, 0.051], [0.020, 0.008, 0.009], [0.021, 0.009, -0.008], [0.014, -0.015, -0.073], [-0.007, -0.013, 0.048], [-0.008, -0.034, 0.000], [0.011, -0.022, -0.027], [0.009, -0.003, -0.014], [-0.019, 0.049, 0.003], [0.056, 0.004, 0.009], [-0.054, 0.061, 0.078], [-0.009, 0.037, -0.001], [0.000, 0.008, -0.033], [0.023, 0.005, -0.021], [-0.076, 0.303, -0.304], [-0.165, 0.263, -0.034], [0.270, -0.354, 0.119], [-0.181, 0.171, 0.063], [-0.178, 0.025, -0.114], [0.004, 0.076, 0.175], [-0.071, 0.088, -0.073], [0.065, -0.081, -0.046], [0.142, 0.023, 0.004], [0.041, 0.109, 0.175], [0.092, -0.003, -0.028], [-0.003, -0.055, -0.067], [-0.013, -0.072, -0.034], [-0.075, -0.018, 0.005], [-0.042, 0.050, 0.077], [0.211, -0.044, 0.036], [-0.070, -0.070, -0.067], [-0.065, -0.024, -0.014], [-0.052, 0.040, 0.033], [-0.024, 0.052, 0.051], [0.150, 0.027, 0.043], [-0.138, -0.051, 0.086], [0.100, -0.144, -0.030], [0.077, 0.082, -0.019], [-0.065, -0.031, 0.004], [-0.020, 0.024, 0.008], [0.067, 0.032, 0.021], [-0.046, -0.038, -0.040], [0.014, -0.028, -0.008], [-0.026, -0.043, 0.030], [0.059, 0.014, -0.010], [-0.035, -0.004, 0.018], [0.017, 0.005, 0.009], [-0.024, 0.013, -0.073], [-0.147, -0.095, 0.009], [0.067, 0.065, -0.031], [0.017, -0.019, -0.019], [0.005, -0.027, -0.001], [-0.033, -0.024, 0.005], [-0.019, 0.039, 0.050], [0.007, -0.015, -0.053], [-0.011, -0.004, -0.014], [-0.022, 0.004, 0.015], [-0.007, 0.002, 0.040], [0.046, 0.024, -0.016], [0.011, -0.006, 0.029], [-0.159, 0.212, -0.067], [0.114, -0.102, -0.007], [0.064, -0.066, -0.060], [0.060, -0.090, 0.026], [0.189, 0.299, -0.108], [-0.048, -0.383, 0.209], [-0.024, 0.078, -0.405], [0.059, -0.084, -0.005], [-0.947, 1.084, -0.280], [0.056, 1.243, -1.205], [0.420, -0.424, 0.382], [-2.453, 1.882, -1.976], [-0.051, 0.133, 0.008], [-0.155, -0.065, -0.041], [0.088, 0.127, 0.025], [-0.071, -0.005, 0.039], [-0.056, 0.055, -0.105], [-0.273, 0.060, 0.212], [-0.118, -0.099, -0.144], [0.187, 0.078, 0.145], [0.129, 0.089, 0.001], [-0.064, 0.149, -0.068], [-0.115, -0.091, -0.042], [-0.070, -0.126, 0.024], [0.002, -0.055, -0.019], [0.003, 0.055, -0.023], [-0.026, 0.032, -0.041], [-0.001, -0.026, 0.009]],
  "lowdin_charge": [1.86, -0.71, 0.38, -0.27, -0.46, -0.26, -0.05, -0.07, -0.07, -0.07, -0.30, 1.13, -0.35, -0.10, -0.09, -0.10, -0.08, -0.11, -0.35, -0.09, -0.06, -0.08, -0.09, -0.11, 0.11, 0.10, 0.10, 0.10, 0.10, 0.10, 0.10, 0.10, 0.10, 0.10, 0.08, 0.10, 0.10, 0.09, -0.41, 0.51, -0.26, -0.19, -0.20, -0.16, -0.18, -0.18, -0.22, -0.22, -0.11, -0.11, -0.12, -0.11, -0.10, -0.26, -0.12, -0.10, -0.11, -0.10, -0.13, -0.06, -0.06, 0.05, 0.09, 0.12, 0.08, 0.09, 0.10, 0.10, 0.10, 0.10, 0.10, 0.11, 0.06, 0.08, 0.09, 0.09, 0.09, 0.10, 0.10, 0.09, 0.09, 0.09, 0.06, 0.68, -1.20, 0.73, -0.05, -0.18, 0.10, 0.04, -0.37, 0.20, -0.06, -0.44, 0.07, -0.37, 0.02, 0.10, 0.15, 0.11, 0.09, 0.56, -0.73, -0.15, -0.21, 0.02, -0.19, -0.16, 0.09, 0.09, 0.09, 0.09]
}


No. 2
{
  "formula": "C2H3ClO2S",
  "method": "ωB97M-V with the def2-TZVPD basis set",
  "smiles": "C=S(=O)=C(O)Cl",
  "charge": 0,
  "e_homo_ev": [-8.20, -8.10],
  "e_above_lowest_kcal_mol": 88.81,
  "gap_ev": [7.854, 7.686],
  "symbols": ["C", "C", "O", "O", "S", "Cl", "H", "H", "H"],
  "positions_angstrom": [[-0.1951, -1.2281, 0.4219], [-0.2978, 1.0355, -0.3111], [0.7988, 0.4433, 2.1019], [0.9082, 1.2019, -0.7737], [-0.4436, 0.1141, 1.4368], [-1.5831, 0.8716, -1.4551], [-1.0372, -1.7266, -0.0103], [0.7870, -1.6384, 0.2826], [1.0629, 0.9267, -1.6930]],
  "forces_ev_per_angstrom": [[-0.456, 1.297, 0.694], [0.197, -1.149, 0.468], [0.660, 0.426, 0.630], [0.441, 0.379, -0.165], [-0.377, -1.262, -1.523], [-0.121, 0.184, -0.153], [-0.441, -0.097, 0.020], [0.381, 0.243, -0.053], [-0.285, -0.022, 0.082]],
  "lowdin_charge": [-0.29, -0.82, -0.50, -0.04, 0.82, 0.65, 0.01, 0.04, 0.12]
}


Number 1: DFT total energy -6516.85611 Ha. Number 2: DFT total energy -1086.70918 Ha.